[1]
{"formula": "C4H6BrO2", "method": "ωB97M-V/def2-TZVPD", "symbols": ["C", "C", "Br", "C", "C", "O", "O", "H", "H", "H", "H", "H", "H"], "coordinates": [[-1.0853, -0.2473, -1.3532], [-0.3995, -0.5657, -0.0377], [-0.0562, -2.5182, 0.0019], [0.8657, 0.2341, 0.2248], [0.9121, 0.9615, 1.6149], [0.0051, 0.6695, 2.4199], [1.8660, 1.7381, 1.7310], [-2.0120, -0.8135, -1.4679], [-0.4342, -0.4601, -2.2040], [-1.3318, 0.8196, -1.3551], [-1.0660, -0.4162, 0.8108], [1.7525, -0.4004, 0.1658], [0.9836, 0.9986, -0.5511]], "e_homo_ev": -4.30, "largest_force_ev_per_a": 0.7, "charge": -1, "orbital_gap_ev": 7.596, "smiles": "C[C@@H](Br)CC(=O)[O-]", "e_above_lowest_kcal_mol": 0.0}


[2]
{"formula": "CH3NO3", "method": "ωB97M-V/def2-TZVPD", "symbols": ["C", "N", "O", "O", "O", "H", "H", "H"], "coordinates": [[2.1831, -0.3435, 0.2500], [2.9010, -1.2073, 0.0203], [-1.3566, 0.4529, -0.7451], [1.4692, 0.6900, 0.4477], [-2.1958, -0.3621, 0.0444], [0.5518, 0.5773, 0.3955], [-1.8422, -1.1530, 0.3245], [-1.7105, 1.3457, -0.7372]], "e_homo_ev": [-6.61, -11.18], "largest_force_ev_per_a": 12.6, "multiplicity": 3, "charge": 0, "orbital_gap_ev": [6.746, 8.706], "e_above_lowest_kcal_mol": 60.0}


[3]
{"formula": "C7H12O2", "method": "ωB97M-V/def2-TZVPD", "symbols": ["C", "C", "C", "C", "C", "O", "O", "C", "C", "H", "H", "H", "H", "H", "H", "H", "H", "H", "H", "H", "H"], "coordinates": [[-1.3213, -0.3355, -0.2677], [1.2157, 0.2627, -0.2459], [-1.6188, 1.1465, -0.3969], [-1.9875, -0.9911, 0.9349], [1.5878, 0.7758, 1.1506], [0.1744, -0.7065, -0.1610], [-1.5793, -0.9795, -1.4577], [2.3774, -0.3554, -0.8782], [3.3491, -0.8313, -1.3919], [-0.7689, -1.6252, -1.3964], [0.9031, 1.1062, -0.8766], [-1.2045, 1.5378, -1.3233], [-2.7012, 1.2552, -0.4463], [-1.2420, 1.7048, 0.4563], [-3.0660, -0.9995, 0.7834], [-1.7424, -0.4497, 1.8452], [-1.6409, -2.0178, 1.0281], [1.8975, -0.0611, 1.7722], [2.3992, 1.4977, 1.0826], [0.7309, 1.2611, 1.6147], [4.2377, -1.1953, -1.8259]], "e_homo_ev": -9.88, "largest_force_ev_per_a": 2.7, "charge": 0, "orbital_gap_ev": 10.758, "smiles": "C#C[C@H](C)OC(C)(C)O", "e_above_lowest_kcal_mol": 54.6}


[4]
{"formula": "C61H53N7O5PS5Zr", "method": "ωB97M-V/def2-TZVPD", "symbols": ["Zr", "C", "O", "C", "C", "C", "C", "C", "C", "C", "C", "C", "C", "C", "N", "C", "C", "C", "C", "C", "C", "C", "C", "C", "C", "O", "C", "C", "C", "C", "N", "C", "C", "C", "C", "C", "C", "O", "C", "C", "C", "C", "C", "C", "C", "N", "C", "C", "N", "C", "C", "C", "C", "O", "C", "C", "C", "H", "H", "H", "H", "H", "H", "H", "H", "H", "H", "H", "H", "H", "H", "H", "H", "H", "H", "H", "H", "H", "H", "H", "H", "H", "H", "H", "H", "H", "H", "H", "H", "H", "H", "H", "H", "S", "C", "S", "C", "C", "S", "S", "S", "C", "C", "P", "C", "C", "C", "C", "H", "H", "H", "H", "H", "H", "H", "H", "H", "H", "H", "H", "H", "H", "H", "N", "C", "O", "C", "C", "N", "C", "N", "H", "H"], "coordinates": [[-0.1113, -0.0877, -0.1016], [5.7072, -3.2495, 7.6115], [4.9806, -2.0470, 7.4704], [4.3177, -1.8519, 6.2946], [4.4193, -2.6852, 5.1897], [3.6837, -2.3981, 4.0431], [2.8410, -1.2972, 3.9757], [2.7698, -0.4586, 5.0914], [3.4952, -0.7301, 6.2345], [2.0508, -1.0071, 2.7486], [2.3072, 0.2362, 2.0923], [3.2110, 1.2441, 2.4444], [2.9976, 2.3137, 1.5631], [1.9716, 1.9260, 0.7127], [1.5821, 0.6568, 0.9987], [1.3348, 2.6109, -0.4393], [1.6753, 1.8957, -1.6752], [2.4900, 2.1779, -2.7630], [2.3699, 1.0872, -3.6243], [1.4880, 0.1792, -3.0205], [0.9189, -0.9874, -3.5908], [1.2207, -1.2880, -5.0122], [1.0018, -0.3528, -6.0160], [1.3365, -0.6177, -7.3391], [1.9078, -1.8389, -7.6733], [2.2922, -2.1894, -8.9336], [2.1039, -1.2360, -9.9583], [2.1194, -2.7928, -6.6820], [1.7762, -2.5191, -5.3720], [0.0864, -1.8319, -2.9026], [-0.1004, -1.8494, -1.5203], [-0.9640, -2.8724, -1.2701], [-1.1712, -3.4126, 0.0162], [-2.0683, -4.5883, 0.1928], [-1.8825, -5.7778, -0.5017], [-2.7466, -6.8576, -0.3482], [-3.8301, -6.7583, 0.5130], [-4.7483, -7.7463, 0.7169], [-4.6610, -8.8916, -0.1039], [-4.0206, -5.5852, 1.2376], [-3.1471, -4.5262, 1.0811], [-0.4052, -2.9873, 1.1040], [-0.0829, -3.8293, 2.2355], [0.8542, -3.1893, 2.9633], [1.1287, -1.9243, 2.3213], [0.3098, -1.8183, 1.1865], [-1.4180, -3.4546, -2.5080], [-0.7388, -2.8406, -3.5034], [1.1107, 0.6701, -1.7865], [0.3765, 3.5315, -0.3178], [-0.1096, 3.7779, 1.0753], [-1.3492, 4.6487, 1.2732], [-1.9744, 5.2155, 0.0555], [-3.0739, 5.9325, 0.3936], [-4.0039, 6.2285, -0.6381], [-1.4893, 5.0400, -1.1690], [-0.3046, 4.1956, -1.4956], [6.0778, -3.2596, 8.6332], [6.5568, -3.2931, 6.9240], [5.0690, -4.1222, 7.4486], [5.0642, -3.5526, 5.1987], [3.7789, -3.0413, 3.1767], [2.1222, 0.4093, 5.0617], [3.4328, -0.0854, 7.1020], [3.9416, 1.1920, 3.2358], [3.5213, 3.2574, 1.5330], [3.0776, 3.0715, -2.9072], [2.8552, 0.9521, -4.5772], [0.5492, 0.5969, -5.7583], [1.1445, 0.1348, -8.0909], [2.4768, -1.6957, -10.8698], [2.6684, -0.3200, -9.7628], [1.0472, -0.9866, -10.0868], [2.5628, -3.7403, -6.9610], [1.9570, -3.2599, -4.6030], [-1.0375, -5.8727, -1.1727], [-2.5578, -7.7691, -0.8989], [-5.5341, -9.4960, 0.1281], [-3.7567, -9.4701, 0.1062], [-4.6798, -8.6265, -1.1646], [-4.8671, -5.5194, 1.9097], [-3.3172, -3.6182, 1.6425], [-0.4975, -4.8107, 2.4051], [1.3299, -3.5396, 3.8642], [-2.1470, -4.2424, -2.5948], [-0.8043, -3.0278, -4.5630], [0.7091, 4.0770, 1.7270], [-1.2240, 5.4437, 2.0060], [-4.8320, 6.7412, -0.1562], [-4.3599, 5.3105, -1.1071], [-3.5704, 6.8823, -1.3997], [-1.9735, 5.5013, -2.0187], [0.4245, 4.7839, -2.0555], [-6.5279, 3.4182, -3.8189], [-5.0518, 2.9083, -3.2903], [-4.7775, 1.3923, -2.5150], [-3.0405, 1.5085, -2.2992], [-2.4975, 2.6850, -2.7049], [-0.7870, 2.9692, -2.8565], [-3.6095, 3.8298, -3.4408], [-2.2763, 0.0696, -1.7390], [-4.7949, -1.2386, 1.6965], [-3.3307, -0.8475, 1.4929], [-2.2486, -0.5385, 2.9626], [-2.4708, -2.1056, 3.9508], [-1.5855, -2.1417, 5.2093], [-3.4672, 0.5162, 3.8928], [-2.9675, 1.0224, 5.2470], [-5.2073, -1.5920, 0.7487], [-5.3871, -0.3794, 2.0103], [-4.9214, -2.0347, 2.4352], [-3.3001, 0.0928, 0.9415], [-2.8286, -1.5903, 0.8694], [-2.1613, -2.9256, 3.3064], [-3.5206, -2.2512, 4.2178], [-0.6676, -1.5674, 5.0599], [-1.2971, -3.1678, 5.4494], [-2.0985, -1.7319, 6.0774], [-4.3904, -0.0527, 4.0186], [-3.6978, 1.3677, 3.2446], [-2.9416, 0.2195, 5.9830], [-3.6224, 1.8066, 5.6290], [-1.9643, 1.4411, 5.1544], [-0.3119, 2.0844, 2.9536], [-0.8384, 2.4939, 1.6778], [-1.0691, 1.4703, 0.8169], [-2.1577, 3.4467, 1.8965], [-3.3047, 3.0218, 1.1041], [-4.2021, 2.6852, 0.4715], [-2.5439, 3.7250, 3.2738], [-2.8180, 4.0514, 4.3405], [-0.0099, 1.1201, 2.9104], [0.4584, 2.6673, 3.2522]], "e_homo_ev": -4.18, "largest_force_ev_per_a": 1.2, "charge": -1, "orbital_gap_ev": 5.392, "e_above_lowest_kcal_mol": 67.9}


[5]
{"formula": "C25H22Cl2GaN3O5", "method": "ωB97M-V/def2-TZVPD", "symbols": ["Ga", "O", "C", "C", "C", "C", "C", "C", "N", "H", "H", "H", "H", "H", "H", "H", "Cl", "C", "C", "C", "Cl", "C", "O", "C", "C", "O", "C", "H", "H", "H", "O", "C", "C", "C", "C", "N", "C", "C", "C", "C", "C", "C", "O", "C", "C", "N", "H", "H", "H", "H", "H", "H", "H", "H", "H", "H", "H", "H"], "coordinates": [[0.1506, -0.6278, 0.1510], [-0.2526, -0.2638, 2.2087], [-0.5769, -1.4333, 2.9781], [-1.1692, -2.4528, 2.0446], [-1.8624, -3.5453, 2.5326], [-2.3330, -4.4924, 1.6410], [-2.1001, -4.3208, 0.2816], [-1.4109, -3.2053, -0.1325], [-0.9562, -2.2799, 0.7348], [0.3879, 0.2721, 2.6933], [-1.2846, -1.1746, 3.7629], [0.3294, -1.8408, 3.4289], [-2.0246, -3.6489, 3.5982], [-2.8785, -5.3552, 2.0007], [-2.4498, -5.0396, -0.4462], [-1.2094, -3.0224, -1.1787], [5.8791, -4.4244, -2.1318], [4.6485, -3.5202, -1.3356], [4.7933, -3.2199, 0.0299], [3.8363, -2.5033, 0.7022], [4.0381, -2.1324, 2.3746], [2.6703, -2.0503, 0.0519], [1.7833, -1.3740, 0.7267], [2.5455, -2.3516, -1.3297], [1.4345, -1.9209, -2.0899], [0.4426, -1.2606, -1.6836], [3.5468, -3.0901, -2.0077], [5.6751, -3.5611, 0.5580], [1.4198, -2.1930, -3.1487], [3.4320, -3.3053, -3.0636], [1.2614, 6.0658, -0.7847], [2.3208, 5.2729, -0.3052], [1.8322, 3.8615, -0.1556], [2.7053, 2.8418, 0.2072], [2.2235, 1.5592, 0.3376], [0.9309, 1.2644, 0.1352], [0.0759, 2.2402, -0.2110], [0.4944, 3.5437, -0.3690], [-1.3251, 1.7933, -0.4252], [-2.3712, 2.6659, -0.6258], [-3.6516, 2.1691, -0.8417], [-4.8008, 3.1068, -1.0735], [-5.9766, 2.3478, -1.1907], [-3.8290, 0.7912, -0.8442], [-2.7401, -0.0221, -0.6215], [-1.5081, 0.4606, -0.4110], [1.5841, 6.9494, -0.9903], [2.6704, 5.6137, 0.6760], [3.1832, 5.2780, -0.9790], [3.7555, 3.0376, 0.3820], [2.8631, 0.7340, 0.6191], [-0.1830, 4.3260, -0.6743], [-2.1979, 3.7336, -0.6121], [-4.5929, 3.6854, -1.9809], [-4.8448, 3.8142, -0.2383], [-6.7285, 2.9307, -1.3416], [-4.8085, 0.3708, -1.0148], [-2.8478, -1.0974, -0.6183]], "e_homo_ev": -13.54, "largest_force_ev_per_a": 0.2, "charge": 2, "orbital_gap_ev": 7.458, "e_above_lowest_kcal_mol": 0.0}